[1]
155
Properties=species:S:1:pos:R:3:mulliken_charge:R:1 method="wB97M-V/def2-TZVPD" charge=0 mol_weight_g_mol=2392.21 homo_energy_ha=-0.374 gap_ev=10.38
Br -2.40 1.54 -1.86 0.03
C -1.18 2.86 -1.25 0.16
C -0.13 3.12 -2.33 0.10
Br -0.74 4.03 -3.84 -0.18
H -0.72 2.54 -0.22 -0.23
H -1.78 3.78 -1.05 0.38
H 0.41 2.22 -2.61 -0.23
H 0.50 3.90 -1.89 0.29
Br -3.47 6.08 4.20 -0.20
C -2.03 5.56 3.01 0.11
C -2.19 5.98 1.61 0.12
Br -0.51 5.46 0.65 -0.12
H -1.91 4.52 3.15 -0.36
H -1.14 5.96 3.45 0.45
H -2.30 7.05 1.58 0.50
H -2.88 5.42 1.01 -0.45
Br -6.88 1.89 0.50 -0.18
C -5.65 3.37 0.44 0.14
C -5.43 3.81 -0.96 -0.30
Br -4.69 5.62 -1.09 -0.14
H -4.70 3.00 0.89 -0.31
H -6.05 4.15 1.13 0.43
H -6.31 3.84 -1.61 0.43
H -4.73 3.16 -1.46 -0.04
Br 1.07 -4.35 -5.08 -0.20
C -0.27 -3.47 -3.98 -0.24
C -1.75 -3.76 -4.23 -0.21
Br -2.72 -3.54 -2.55 -0.16
H -0.10 -2.35 -4.04 0.09
H -0.07 -3.81 -2.96 0.14
H -1.94 -4.80 -4.51 0.42
H -2.34 -3.07 -4.90 0.13
Br -3.14 -1.28 7.03 -0.11
C -2.71 -2.83 6.02 0.15
C -2.07 -3.92 6.85 -0.69
Br -3.07 -4.52 8.29 -0.15
H -2.00 -2.64 5.17 -0.28
H -3.60 -3.22 5.62 0.36
H -1.14 -3.68 7.27 0.41
H -1.91 -4.80 6.23 0.32
Br 3.51 -3.29 2.83 -0.19
C 2.43 -4.95 2.64 -0.88
C 1.11 -4.60 2.11 0.86
Br 0.11 -6.23 2.05 -0.18
H 2.34 -5.34 3.65 0.49
H 3.07 -5.58 2.12 0.53
H 1.20 -4.26 1.05 -0.24
H 0.62 -3.83 2.69 -0.43
Br -5.09 0.28 -4.38 -0.13
C -3.67 1.32 -5.13 -0.59
C -2.38 0.63 -5.28 0.23
Br -2.48 -0.63 -6.72 -0.23
H -3.57 2.12 -4.41 0.17
H -4.06 1.81 -6.03 0.48
H -2.09 0.02 -4.41 -0.05
H -1.52 1.33 -5.39 0.09
Br -2.38 -8.76 0.63 -0.16
C -1.82 -7.62 -0.82 -0.36
C -0.47 -8.10 -1.29 -0.39
Br 0.22 -6.89 -2.65 -0.12
H -1.77 -6.64 -0.27 0.00
H -2.54 -7.66 -1.62 0.45
H -0.51 -9.08 -1.69 0.41
H 0.20 -7.94 -0.43 0.21
Br 4.89 -1.32 -4.47 -0.14
C 4.06 -1.65 -2.78 -0.02
C 3.91 -3.20 -2.69 -0.46
Br 3.39 -3.76 -0.93 -0.17
H 3.13 -1.04 -2.73 -0.18
H 4.71 -1.40 -1.96 0.35
H 4.90 -3.57 -2.75 0.50
H 3.23 -3.49 -3.50 0.10
Br -3.48 -5.21 2.94 -0.11
C -3.95 -3.43 2.45 0.09
C -4.31 -3.43 1.01 -0.46
Br -4.99 -1.72 0.40 -0.15
H -3.19 -2.68 2.73 -0.35
H -4.81 -3.23 3.16 0.45
H -5.03 -4.19 0.76 0.47
H -3.43 -3.71 0.48 0.00
C 5.39 0.71 1.29 -0.59
C 5.15 1.73 2.43 -0.78
C 3.92 2.57 2.49 0.69
C 3.68 3.36 1.25 -0.02
N 3.51 3.96 0.26 -0.60
H 6.44 0.29 1.27 0.41
H 5.28 1.23 0.30 -0.03
H 4.74 -0.16 1.26 0.08
H 5.99 2.37 2.44 0.38
H 5.25 1.19 3.37 0.38
H 4.10 3.26 3.31 0.40
H 3.13 1.93 2.80 -0.28
C 0.76 2.14 -7.83 -1.32
C 1.19 0.64 -7.68 -0.14
C 2.35 0.46 -6.76 -0.40
C 1.86 0.42 -5.34 0.00
N 1.60 0.46 -4.21 -0.21
H -0.25 2.28 -8.09 0.37
H 1.31 2.60 -8.58 0.44
H 0.92 2.69 -6.90 0.28
H 1.44 0.27 -8.62 0.51
H 0.31 0.02 -7.32 -0.08
H 3.08 1.28 -6.79 0.19
H 2.86 -0.48 -6.87 0.37
C 1.04 2.34 6.59 -1.46
C 0.18 1.22 6.06 0.86
C 0.99 -0.07 5.94 0.28
C 2.28 0.13 5.23 0.18
N 3.36 0.25 4.89 -0.47
H 1.79 2.07 7.35 0.34
H 0.50 3.10 7.15 0.43
H 1.58 2.83 5.77 0.29
H -0.29 1.47 5.09 -0.53
H -0.67 0.98 6.73 0.21
H 0.40 -0.82 5.43 -0.45
H 1.26 -0.46 6.98 0.45
C 4.42 2.41 -2.95 -0.88
C 4.97 3.27 -4.07 0.53
C 6.23 3.96 -3.64 -0.54
O 7.19 3.75 -4.66 -0.36
C 6.81 2.68 -5.34 0.57
O 7.50 2.04 -6.07 -0.55
O 5.52 2.39 -5.04 -0.23
H 5.13 1.67 -2.58 0.38
H 3.48 1.88 -3.12 -0.19
H 4.13 3.03 -2.13 0.40
H 4.26 3.82 -4.68 0.32
H 6.57 3.51 -2.72 0.26
H 6.23 5.04 -3.39 0.33
C 1.65 0.10 -0.01 -0.67
C 0.32 -0.13 0.64 2.85
C -0.50 -1.28 0.16 -0.13
O -1.08 -1.73 1.37 0.04
C -0.40 -1.31 2.34 -0.26
O -0.55 -1.67 3.50 -0.46
O 0.45 -0.40 2.02 -0.22
H 2.09 1.07 0.39 -0.16
H 1.33 0.31 -1.03 0.19
H 2.46 -0.65 0.09 0.12
H -0.29 0.78 0.54 -1.84
H 0.13 -2.05 -0.31 -0.07
H -1.23 -0.90 -0.49 0.21
C -5.11 2.11 4.15 -1.36
C -3.68 1.56 4.24 0.29
C -3.47 0.19 3.52 1.30
O -2.50 0.53 2.48 0.23
C -2.09 1.76 2.51 0.15
O -1.35 2.38 1.86 -0.39
O -2.72 2.39 3.58 -0.26
H -5.10 3.08 4.63 0.37
H -5.79 1.46 4.67 0.45
H -5.41 2.10 3.11 0.03
H -3.35 1.46 5.31 0.14
H -4.32 -0.23 3.05 0.37
H -3.15 -0.53 4.24 -1.46

[2]
84
Properties=species:S:1:pos:R:3:mulliken_charge:R:1 method="wB97M-V/def2-TZVPD" de_lowest_kcal_mol=30.0 charge=0 mol_weight_g_mol=814.62 homo_energy_ha="-0.163 / -0.258" multiplicity=3 gap_ev="3.53 / 7.02"
Ti 0.10 0.37 0.45 -0.71
C -0.84 -0.41 4.60 -1.32
C -0.54 0.27 3.44 -0.01
N -0.11 -0.35 2.31 1.30
C 0.10 -1.70 2.40 0.22
C -0.25 -2.47 3.53 1.03
C -0.73 -1.79 4.67 -1.52
C -0.05 -3.87 3.46 -0.75
C 0.46 -4.44 2.31 -1.14
C 0.88 -3.67 1.23 0.01
C 0.74 -2.28 1.28 -0.86
N 1.15 -1.32 0.37 1.08
C 2.37 -1.36 -0.24 -0.55
C 3.29 -2.42 -0.32 -0.51
C 4.50 -2.25 -0.97 -1.10
C 4.86 -1.04 -1.53 -1.05
C 4.01 0.08 -1.40 1.46
C 4.37 1.38 -1.82 -1.22
C 3.49 2.41 -1.55 -1.27
C 2.27 2.16 -0.93 -0.07
N 1.87 0.92 -0.55 1.26
C 2.75 -0.09 -0.77 0.21
H -1.16 0.16 5.47 0.55
H -0.63 1.35 3.40 0.51
H -0.96 -2.33 5.57 0.43
H -0.33 -4.48 4.30 0.44
H 0.55 -5.51 2.25 0.40
H 1.27 -4.15 0.36 0.59
H 3.10 -3.36 0.16 0.55
H 5.20 -3.08 -1.02 0.39
H 5.81 -0.91 -2.02 0.43
H 5.32 1.54 -2.29 0.45
H 3.74 3.43 -1.80 0.50
H 1.64 3.00 -0.69 0.25
N -0.63 1.55 -1.38 -0.16
C -2.05 1.82 -1.55 -0.82
C -2.65 2.06 -0.16 -0.57
N -2.15 1.08 0.80 0.69
C -3.01 -0.08 0.96 -0.71
C -2.74 -1.05 -0.19 -0.72
N -1.30 -1.12 -0.41 0.47
H -0.22 1.27 -2.27 0.17
H -0.19 2.41 -1.07 0.34
H -2.24 2.71 -2.17 0.66
H -2.52 0.97 -2.04 0.09
H -2.36 3.06 0.19 0.04
H -3.75 2.03 -0.22 0.51
H -2.11 1.56 1.70 -0.16
H -2.75 -0.56 1.91 0.16
H -4.07 0.20 0.99 0.59
H -3.15 -2.04 0.06 0.55
H -3.24 -0.71 -1.10 0.22
H -0.95 -2.03 -0.11 0.32
H -1.06 -1.04 -1.41 0.08
F 2.02 1.84 4.19 -0.25
C 2.31 2.11 2.92 0.63
F 3.53 2.64 2.87 -0.27
F 2.35 0.95 2.25 -0.15
S 1.02 3.23 2.07 0.99
O 0.27 2.27 1.26 -0.19
O 1.77 4.19 1.35 -0.66
N 0.14 3.78 3.25 -0.54
S -1.35 4.03 2.75 1.16
O -1.40 4.61 1.45 -0.66
O -2.23 2.92 2.99 -0.87
C -1.96 5.33 3.96 0.41
F -3.24 5.61 3.68 -0.21
F -1.28 6.46 3.90 -0.22
F -1.92 4.87 5.21 -0.22
C 1.29 -2.15 -6.22 -1.08
N 0.52 -1.59 -5.14 0.09
C -0.86 -1.19 -5.28 -0.41
C -1.24 -0.94 -3.81 -0.07
O -2.35 -0.65 -3.41 -0.71
N -0.13 -1.11 -3.05 -0.47
C 0.85 -1.51 -3.84 0.11
N 2.05 -1.87 -3.36 -0.27
H 0.61 -2.52 -6.99 0.37
H 1.89 -2.99 -5.86 0.39
H 1.94 -1.40 -6.67 0.29
H -1.48 -1.98 -5.74 0.37
H -0.97 -0.28 -5.87 0.28
H 2.23 -1.70 -2.38 0.07
H 2.84 -1.95 -3.98 0.32

[3]
95
Properties=species:S:1:pos:R:3:mulliken_charge:R:1 method="wB97M-V/def2-TZVPD" smiles="COC[C@@]1(S(=O)(=O)F)[C@@H](F)C(=O)N[C@]1(CCC(F)(F)F)[PH2]=S.O=S1(=O)CCCC1.O=S1(=O)CCCC1.O=S1(=O)CCCC1.O=S1(=O)CCCC1" charge=0 mol_weight_g_mol=870.00 homo_energy_ha=-0.294 gap_ev=8.18
C -5.56 -0.89 4.10 -0.83
O -4.32 -1.00 3.41 -0.22
C -3.36 -0.19 4.05 -2.00
C -2.02 -0.16 3.30 0.76
S -2.50 0.51 1.62 1.54
O -3.28 1.69 1.78 -0.76
O -1.31 0.82 0.89 -0.55
F -3.39 -0.53 0.85 -0.18
C -1.11 1.00 3.78 0.10
F -1.16 1.29 5.13 -0.38
C 0.34 0.54 3.43 -0.16
O 1.27 1.23 3.30 -0.54
N 0.25 -0.88 3.29 0.05
C -1.12 -1.46 3.17 0.33
C -1.17 -2.57 4.26 -1.90
C -1.27 -2.07 5.73 -0.87
C -2.45 -2.72 6.45 0.64
F -3.54 -2.82 5.69 -0.21
F -2.82 -1.98 7.51 -0.31
F -2.14 -3.92 6.93 -0.29
P -0.99 -2.39 1.55 0.56
S -2.46 -3.63 1.18 -0.47
H -6.42 -0.96 3.42 0.28
H -5.65 -1.71 4.84 0.21
H -5.65 0.05 4.67 0.37
H -3.29 -0.48 5.11 0.68
H -3.74 0.85 4.04 0.74
H -1.34 1.97 3.31 0.60
H 0.77 -1.19 4.12 0.32
H -0.21 -3.11 4.18 0.78
H -1.93 -3.31 3.99 0.65
H -1.41 -0.99 5.85 0.39
H -0.37 -2.36 6.29 0.54
H 0.19 -3.18 1.62 0.20
H -0.85 -1.55 0.43 -0.15
O 4.83 -2.77 0.67 -0.73
S 3.50 -2.21 0.60 1.12
O 2.47 -2.58 1.55 -0.57
C 3.64 -0.43 0.56 -0.04
C 3.76 -0.09 -0.92 -1.01
C 2.73 -0.98 -1.62 -0.25
C 2.87 -2.39 -1.07 -0.69
H 4.51 -0.11 1.14 0.23
H 2.73 -0.01 0.99 0.02
H 3.58 0.97 -1.10 0.37
H 4.76 -0.33 -1.28 0.38
H 1.73 -0.61 -1.41 0.08
H 2.86 -0.97 -2.71 0.46
H 1.92 -2.92 -1.03 0.35
H 3.60 -2.98 -1.63 0.36
O 4.56 3.64 1.78 -0.64
S 5.58 3.10 2.65 1.17
O 6.91 2.81 2.17 -0.70
C 5.69 4.14 4.10 -0.72
C 4.67 3.54 5.07 -0.58
C 4.85 2.02 4.97 -0.73
C 4.92 1.66 3.48 0.07
H 5.48 5.17 3.83 0.40
H 6.70 4.05 4.49 0.34
H 4.83 3.90 6.08 0.38
H 3.66 3.81 4.76 0.28
H 5.78 1.73 5.46 0.31
H 4.04 1.49 5.47 0.31
H 5.57 0.81 3.30 0.42
H 3.93 1.46 3.08 -0.25
O 0.00 -1.06 -2.42 -0.65
S -1.36 -1.55 -2.48 1.24
O -1.82 -2.58 -1.59 -0.69
C -2.46 -0.15 -2.39 -0.57
C -2.65 0.27 -3.84 -0.64
C -2.83 -1.02 -4.64 -0.46
C -1.74 -2.00 -4.17 -0.87
H -2.02 0.63 -1.77 0.37
H -3.40 -0.50 -1.96 0.32
H -3.51 0.94 -3.96 0.44
H -1.77 0.80 -4.20 0.22
H -3.82 -1.45 -4.42 0.36
H -2.77 -0.85 -5.71 0.27
H -2.08 -3.03 -4.20 0.37
H -0.83 -1.89 -4.77 0.37
O -1.88 0.04 -7.16 -0.68
S -0.95 1.05 -7.64 1.16
O 0.21 1.42 -6.88 -0.71
C -0.46 0.63 -9.30 -0.78
C -1.51 1.30 -10.19 -0.54
C -1.72 2.70 -9.58 -0.64
C -1.88 2.52 -8.07 -0.69
H -0.43 -0.45 -9.42 0.40
H 0.53 1.05 -9.47 0.36
H -1.18 1.36 -11.22 0.35
H -2.44 0.74 -10.16 0.28
H -0.86 3.33 -9.79 0.30
H -2.60 3.19 -10.01 0.33
H -1.48 3.37 -7.52 0.39
H -2.92 2.36 -7.79 0.38

Copy entry 2 word for word.
84
Properties=species:S:1:pos:R:3:mulliken_charge:R:1 method="wB97M-V/def2-TZVPD" de_lowest_kcal_mol=30.0 charge=0 mol_weight_g_mol=814.62 homo_energy_ha="-0.163 / -0.258" multiplicity=3 gap_ev="3.53 / 7.02"
Ti 0.10 0.37 0.45 -0.71
C -0.84 -0.41 4.60 -1.32
C -0.54 0.27 3.44 -0.01
N -0.11 -0.35 2.31 1.30
C 0.10 -1.70 2.40 0.22
C -0.25 -2.47 3.53 1.03
C -0.73 -1.79 4.67 -1.52
C -0.05 -3.87 3.46 -0.75
C 0.46 -4.44 2.31 -1.14
C 0.88 -3.67 1.23 0.01
C 0.74 -2.28 1.28 -0.86
N 1.15 -1.32 0.37 1.08
C 2.37 -1.36 -0.24 -0.55
C 3.29 -2.42 -0.32 -0.51
C 4.50 -2.25 -0.97 -1.10
C 4.86 -1.04 -1.53 -1.05
C 4.01 0.08 -1.40 1.46
C 4.37 1.38 -1.82 -1.22
C 3.49 2.41 -1.55 -1.27
C 2.27 2.16 -0.93 -0.07
N 1.87 0.92 -0.55 1.26
C 2.75 -0.09 -0.77 0.21
H -1.16 0.16 5.47 0.55
H -0.63 1.35 3.40 0.51
H -0.96 -2.33 5.57 0.43
H -0.33 -4.48 4.30 0.44
H 0.55 -5.51 2.25 0.40
H 1.27 -4.15 0.36 0.59
H 3.10 -3.36 0.16 0.55
H 5.20 -3.08 -1.02 0.39
H 5.81 -0.91 -2.02 0.43
H 5.32 1.54 -2.29 0.45
H 3.74 3.43 -1.80 0.50
H 1.64 3.00 -0.69 0.25
N -0.63 1.55 -1.38 -0.16
C -2.05 1.82 -1.55 -0.82
C -2.65 2.06 -0.16 -0.57
N -2.15 1.08 0.80 0.69
C -3.01 -0.08 0.96 -0.71
C -2.74 -1.05 -0.19 -0.72
N -1.30 -1.12 -0.41 0.47
H -0.22 1.27 -2.27 0.17
H -0.19 2.41 -1.07 0.34
H -2.24 2.71 -2.17 0.66
H -2.52 0.97 -2.04 0.09
H -2.36 3.06 0.19 0.04
H -3.75 2.03 -0.22 0.51
H -2.11 1.56 1.70 -0.16
H -2.75 -0.56 1.91 0.16
H -4.07 0.20 0.99 0.59
H -3.15 -2.04 0.06 0.55
H -3.24 -0.71 -1.10 0.22
H -0.95 -2.03 -0.11 0.32
H -1.06 -1.04 -1.41 0.08
F 2.02 1.84 4.19 -0.25
C 2.31 2.11 2.92 0.63
F 3.53 2.64 2.87 -0.27
F 2.35 0.95 2.25 -0.15
S 1.02 3.23 2.07 0.99
O 0.27 2.27 1.26 -0.19
O 1.77 4.19 1.35 -0.66
N 0.14 3.78 3.25 -0.54
S -1.35 4.03 2.75 1.16
O -1.40 4.61 1.45 -0.66
O -2.23 2.92 2.99 -0.87
C -1.96 5.33 3.96 0.41
F -3.24 5.61 3.68 -0.21
F -1.28 6.46 3.90 -0.22
F -1.92 4.87 5.21 -0.22
C 1.29 -2.15 -6.22 -1.08
N 0.52 -1.59 -5.14 0.09
C -0.86 -1.19 -5.28 -0.41
C -1.24 -0.94 -3.81 -0.07
O -2.35 -0.65 -3.41 -0.71
N -0.13 -1.11 -3.05 -0.47
C 0.85 -1.51 -3.84 0.11
N 2.05 -1.87 -3.36 -0.27
H 0.61 -2.52 -6.99 0.37
H 1.89 -2.99 -5.86 0.39
H 1.94 -1.40 -6.67 0.29
H -1.48 -1.98 -5.74 0.37
H -0.97 -0.28 -5.87 0.28
H 2.23 -1.70 -2.38 0.07
H 2.84 -1.95 -3.98 0.32